Formula: C3H4ClNS
Source: the Open Molecules 2025 dataset
Level of theory: ωB97M-V with the def2-TZVPD basis set

Element x y z (Å)
H: -0.8875 0.9538 1.2879
H: -1.6610 1.3135 -0.3521
N: 0.6700 -1.1462 -0.0533
C: -0.7008 -0.6500 -0.1367
C: 1.5068 -0.2472 -0.1143
C: -0.7694 0.8358 0.2336
H: -1.0289 -0.8380 -1.1903
Cl: 3.1570 -0.3451 0.0059
H: -1.0950 -1.3671 0.4439
S: 0.8088 1.4905 -0.1245

Strongest force on any atom   0.21962 hartree/bohr
Calculated total energy   -1029.64424 Eh
Energy above the lowest of the compared OMol25 structures with the same formula, charge and spin   51.80 kcal per mole
Expectation value of S²   2.008
Molar mass   121.6 g mol⁻¹
Frontier orbital gap (alpha / beta)   5.51 / 6.65 eV
2S+1   3
Lowest unoccupied orbital energy (alpha / beta)   0.58 / -3.02 eV

Atomic partial charges in e from the Mulliken method, atoms 1 to 6: number 1, H, carries 0.308; number 2, H, carries 0.317; number 3, N, carries -0.457; number 4, C, carries -0.515; number 5, C, carries 0.304; number 6, C, carries -0.340